Model P:
{"formula": "CH2O2S", "method": "ωB97M-V with the def2-TZVPD basis set", "homo_energy_ev": -10.336, "gap_ev": 10.40, "molar_mass_g_mol": 78.09, "species": ["S", "O", "O", "C", "H", "H"], "coordinates": [[2.29, 2.04, 1.03], [-0.99, -1.63, -0.11], [-1.28, -0.18, -0.14], [2.05, 1.44, -0.31], [-1.83, -0.14, -0.87], [-0.23, -1.53, 0.39]]}

***

Model Q:
{"formula": "CH2O2S", "method": "ωB97M-V with the def2-TZVPD basis set", "homo_energy_ev": -11.053, "smiles": "O=C=S.O", "gap_ev": 11.43, "molar_mass_g_mol": 78.09, "species": ["S", "O", "O", "C", "H", "H"], "coordinates": [[1.97, -1.22, -0.15], [1.36, 1.43, 0.31], [-2.01, -0.16, -0.28], [1.67, 0.32, 0.09], [-1.20, 0.43, -0.35], [-1.79, -0.80, 0.37]]}

***

Model R:
{"formula": "CH2O2S", "method": "ωB97M-V with the def2-TZVPD basis set", "homo_energy_ev": -9.478, "gap_ev": 8.99, "molar_mass_g_mol": 78.09, "species": ["S", "O", "O", "C", "H", "H"], "coordinates": [[0.64, 1.10, -0.02], [0.62, -1.30, 0.17], [1.50, -0.33, 0.01], [-0.74, 0.37, -0.04], [-1.68, 0.91, -0.13], [-0.34, -0.75, 0.01]]}

***

Model S:
{"formula": "CH2O2S", "method": "ωB97M-V with the def2-TZVPD basis set", "homo_energy_ev": [-8.988, -8.989], "gap_ev": [8.58, 8.58], "molar_mass_g_mol": 78.09, "species": ["S", "O", "O", "C", "H", "H"], "coordinates": [[1.42, 0.12, 0.44], [2.19, -1.11, 0.08], [-0.89, 1.12, 0.29], [-0.10, 0.11, -0.11], [-1.86, 1.02, -0.01], [-0.77, -1.26, -0.70]]}

***

Out of the structures above, which one is the least stable? Solution: model R.